C4H8O2 | the ωB97M-V functional and the def2-TZVPD basis

Output
Multiplicity = 1
E_HOMO = -0.3767 Ha
SMILES string = C[C@H]1O[C@H]1CO
Energy above the lowest of the compared OMol25 structures with the same formula, charge and spin = 190.1 kJ/mol

```
14
Properties=species:S:1:pos:R:3:forces:R:3
C -0.8033 -1.4150 0.9339 0.0 0.0 -0.1
C 0.5277 -0.7138 0.8386 -0.1 0.0 0.3
O 1.2522 -0.7337 -0.3862 0.1 -0.2 -0.1
C 0.7479 0.5195 0.0795 -0.1 0.3 0.0
C -0.2820 1.1650 -0.8154 -0.2 -0.2 0.3
O 0.3412 1.9972 -1.7721 0.1 -0.1 -0.3
H -1.3252 -1.4210 -0.0260 0.1 0.0 0.1
H -1.4309 -0.9023 1.6728 0.1 -0.1 -0.1
H -0.6809 -2.4512 1.2645 0.0 0.1 -0.1
H 1.1741 -0.8686 1.7052 -0.1 0.1 -0.1
H 1.5097 1.2159 0.4378 -0.1 -0.1 -0.1
H -0.9596 1.8098 -0.2469 0.1 -0.1 0.0
H -0.8806 0.3830 -1.3021 0.1 0.1 0.1
H 0.8099 1.4152 -2.3836 0.0 0.2 0.0
```
Positions in Å, forces in eV/Å.

C4H8O2 | the ωB97M-V functional and the def2-TZVPD basis

Output
Multiplicity = 1
E_HOMO (spin up / spin down) = -0.2987 / -0.2987 Ha
Energy above the lowest of the compared OMol25 structures with the same formula, charge and spin = 615.0 kJ/mol

```
14
Properties=species:S:1:pos:R:3:forces:R:3
C -1.2086 1.2551 0.0570 0.1 0.2 -0.1
O -1.0065 -0.7717 0.9576 -0.1 0.0 0.0
C 0.1703 -1.1484 0.4544 0.3 -0.3 -0.1
C 0.2466 -0.7317 -1.0449 -0.1 -0.1 -0.2
O 0.5221 0.6407 -0.5711 -0.2 0.2 0.0
C 1.1787 0.0278 0.6028 0.1 0.1 0.2
H -0.9413 2.0943 -0.5826 0.0 -0.1 0.1
H -2.0598 0.6747 -0.2736 0.2 0.1 0.1
H -1.1973 1.4604 1.1189 0.0 -0.1 -0.2
H 0.5229 -2.1617 0.7164 -0.1 0.2 0.0
H -0.6669 -0.7705 -1.6395 0.1 0.0 0.1
H 1.1231 -1.0651 -1.6098 -0.1 0.0 0.1
H 1.0952 0.6604 1.4874 0.0 -0.1 -0.1
H 2.2215 -0.1645 0.3271 -0.2 0.0 0.0
```
Positions in Å, forces in eV/Å.

C4H8O2 | the ωB97M-V functional and the def2-TZVPD basis

Output
Multiplicity = 1
E_HOMO = -0.3402 Ha
SMILES string = O=C1C[C@H]1O.C
Energy above the lowest of the compared OMol25 structures with the same formula, charge and spin = 280.9 kJ/mol

```
14
Properties=species:S:1:pos:R:3:forces:R:3
O -0.3543 -0.9955 -1.8156 -0.1 -0.1 0.6
C -0.5076 -1.1374 -0.6346 0.1 0.0 -0.5
C -0.0448 -1.7475 0.6187 0.2 -0.1 0.0
C -1.2789 -0.8214 0.5919 -0.2 -0.2 -0.1
O -1.1444 0.3911 1.2655 -0.2 0.2 -0.1
H -0.1777 -2.8064 0.8187 0.0 0.1 0.0
H 0.8430 -1.2995 1.0599 0.0 0.0 -0.1
H -2.2417 -1.3218 0.7049 0.1 0.0 0.0
H -1.5878 1.0759 0.7463 0.1 -0.1 0.1
C 1.2932 1.7291 -0.6764 0.0 0.0 0.0
H 2.3665 1.5656 -0.5956 0.0 0.0 0.0
H 0.7962 1.3832 0.2323 0.1 0.1 -0.1
H 1.1004 2.7946 -0.8092 0.0 -0.1 0.0
H 0.9152 1.1757 -1.5359 0.0 0.1 0.1
```
Positions in Å, forces in eV/Å.

C4H8O2 | the ωB97M-V functional and the def2-TZVPD basis

Output
Multiplicity = 1
E_HOMO = -0.3075 Ha
SMILES string = C1=COCCO1.[H][H]
Energy above the lowest of the compared OMol25 structures with the same formula, charge and spin = 273.3 kJ/mol

```
14
Properties=species:S:1:pos:R:3:forces:R:3
C -1.4839 0.8542 0.2407 0.1 0.2 0.1
C -0.3407 1.1467 0.8625 -0.1 0.1 0.0
O 0.7390 0.3024 0.9078 -0.1 0.1 0.0
C 0.3896 -1.0142 0.5121 0.0 -0.2 -0.1
C -0.4786 -0.9760 -0.7380 0.2 -0.1 -0.1
O -1.6930 -0.2945 -0.4730 0.0 0.0 0.0
H -2.3421 1.5148 0.2522 0.2 -0.1 0.0
H -0.1772 2.0792 1.3880 -0.1 -0.1 -0.1
H -0.1602 -1.5058 1.3264 0.1 0.1 -0.1
H 1.3244 -1.5505 0.3298 -0.1 0.1 0.0
H -0.7451 -1.9836 -1.0677 0.1 0.1 0.1
H 0.0636 -0.4616 -1.5436 -0.1 0.0 0.1
H 2.3033 1.0150 -0.7929 0.1 0.0 -0.1
H 2.7722 1.1519 -1.3556 0.0 0.0 0.0
```
Positions in Å, forces in eV/Å.

C4H8O2 | the ωB97M-V functional and the def2-TZVPD basis

Output
Multiplicity = 1
E_HOMO = -0.3733 Ha
SMILES string = CC(=O)O.C=C
Energy above the lowest of the compared OMol25 structures with the same formula, charge and spin = 88.5 kJ/mol

```
14
Properties=species:S:1:pos:R:3:forces:R:3
C 2.8056 0.0269 0.0758 0.1 0.1 0.0
C 1.3197 0.2370 -0.0318 0.1 0.4 -0.1
O 0.7815 1.2924 -0.2808 0.2 -0.4 0.1
O 0.6411 -0.9013 0.1794 -0.2 0.1 0.0
H 3.3144 0.9861 -0.0187 -0.1 -0.1 0.0
H 3.1392 -0.6515 -0.7151 -0.1 0.1 0.1
H 3.0481 -0.4394 1.0345 0.0 0.1 -0.1
H -0.3111 -0.6878 0.1055 0.1 -0.1 0.0
C -2.7554 -0.5397 0.1418 0.1 0.1 -0.1
C -2.1611 0.5830 -0.2570 -0.2 -0.1 0.0
H -3.0311 -0.7012 1.1814 0.1 0.0 -0.1
H -2.9991 -1.3377 -0.5559 0.0 0.1 0.1
H -1.8817 0.7512 -1.2941 -0.1 0.0 0.1
H -1.9102 1.3818 0.4351 -0.1 -0.1 -0.1
```
Positions in Å, forces in eV/Å.

C4H8O2 | the ωB97M-V functional and the def2-TZVPD basis

Output
Multiplicity = 1
E_HOMO = -0.3512 Ha
SMILES string = OC/C=C/CO
Energy above the lowest of the compared OMol25 structures with the same formula, charge and spin = 420.4 kJ/mol

```
14
Properties=species:S:1:pos:R:3:forces:R:3
O -2.5597 0.9794 -0.2408 -2.4 -2.6 -0.7
C -1.8103 -0.1875 -0.0314 2.1 -1.8 -2.6
C -0.4340 0.0389 0.2752 5.0 3.4 4.0
C 0.6938 -0.4938 -0.3071 -3.5 3.1 1.7
C 2.1180 -0.1960 0.0163 -3.5 0.1 1.8
O 2.5667 1.0754 -0.2704 -0.7 1.4 1.1
H -3.3963 0.4182 -0.3963 0.8 2.6 0.1
H -1.6598 -0.9465 -0.9056 -1.3 1.3 0.6
H -2.1301 -0.7749 0.7652 -1.5 -0.9 1.6
H -0.3266 0.8373 1.2982 -0.1 -2.2 -2.9
H 0.2426 -1.0285 -1.0359 0.2 -2.4 -3.2
H 1.9711 -0.5718 1.0305 1.6 0.9 1.1
H 2.7550 -0.7978 -0.4404 2.6 -3.0 -2.1
H 1.9696 1.6477 0.2424 0.5 0.3 -0.5
```
Positions in Å, forces in eV/Å.

- Among the records above, which one has the lowest energy above the lowest of the compared OMol25 structures with the same formula, charge and spin?
  number 5